Density functional theory data (ωB97M-V with the def2-TZVPD basis set) for 2 unconnected molecules or ions with the total composition C11H21NO3.

HOMO energy = -0.2697 Ha
LUMO = 0.1 eV

Geometry as ORCA input:
```
! wB97M-V def2-TZVPD RIJCOSX def2/J DEFGRID3
* xyz 0 1
C -1.475 -0.013 6.495
C -0.958 -0.610 5.580
C -0.362 -1.329 4.421
O 0.083 -0.582 3.511
O -0.405 -2.559 4.460
H -2.147 0.454 7.179
C 0.767 2.518 -0.907
C 1.021 1.107 -0.418
N -0.208 0.304 -0.085
C -0.928 0.998 1.034
C 0.209 -1.028 0.502
C 0.943 -2.004 -0.404
C -1.206 0.180 -1.205
C -0.761 -0.355 -2.552
O 0.213 0.477 -3.142
C 1.132 -0.184 -4.000
H 0.317 3.146 -0.140
H 1.729 2.964 -1.158
H 0.151 2.549 -1.802
H 1.598 1.132 0.507
H 1.593 0.545 -1.148
H -0.235 1.125 1.863
H -1.750 0.364 1.354
H -1.312 1.950 0.683
H -0.695 -1.490 0.893
H 0.824 -0.780 1.366
H 0.264 -2.593 -1.017
H 1.463 -2.711 0.240
H 1.688 -1.536 -1.047
H -1.621 1.176 -1.345
H -1.993 -0.465 -0.816
H -1.660 -0.356 -3.181
H -0.418 -1.386 -2.490
H 0.763 -1.160 -4.318
H 2.092 -0.316 -3.492
H 1.288 0.438 -4.879
*
```

Results of the Mulliken charge analysis, in e, for atoms 1 through 8: atom 1 (C): 0.1438, atom 2 (C): -0.3804, atom 3 (C): 0.1587, atom 4 (O): -0.6715, atom 5 (O): -0.6565, atom 6 (H): 0.4141, atom 7 (C): -1.3605, atom 8 (C): -0.4413

=====

Density functional theory data (ωB97M-V with the def2-TZVPD basis set) for 3 unconnected molecules or ions with the total composition C25H55Br2FN7O10P.

HOMO energy = -0.3319 Ha
LUMO = 0.2 eV
SMILES string = CCCN[C@@](O)(N(F)CC(N)(N)N)[C@](COCC)(O[C@@H](CCOC(C)=O)CP(=O)(O)O)[C@H](Br)[C@@H](C)Br.CN(C)C=O.CN(C)C=O

Geometry as ORCA input:
```
! wB97M-V def2-TZVPD RIJCOSX def2/J DEFGRID3
* xyz 0 1
C 6.026 1.073 2.717
C 4.521 0.850 2.483
C 4.087 1.050 1.018
N 3.154 0.005 0.628
C 2.657 -0.039 -0.708
O 3.059 1.128 -1.398
N 3.315 -1.213 -1.382
F 4.592 -1.361 -0.777
C 3.611 -1.105 -2.803
C 3.780 -2.496 -3.476
N 2.497 -3.194 -3.607
N 4.357 -2.221 -4.798
N 4.674 -3.395 -2.770
C 1.070 -0.343 -0.760
C 0.523 -0.008 -2.194
O -0.717 0.641 -2.193
C -1.175 0.804 -3.533
C -2.299 1.824 -3.610
O 0.311 0.225 0.302
C 0.231 1.605 0.637
C -1.162 2.205 0.353
C -2.324 1.239 0.532
O -3.402 1.793 -0.257
C -4.531 1.094 -0.255
C -5.560 1.696 -1.164
O -4.688 0.108 0.381
C 0.593 1.827 2.117
P -0.441 1.023 3.361
O -1.139 -0.201 2.983
O 0.533 0.795 4.628
O -1.394 2.226 3.850
C 0.868 -1.876 -0.586
Br -1.053 -2.264 -0.646
C 1.517 -2.548 0.615
C 0.877 -2.360 1.975
Br 1.598 -4.483 0.217
H 6.495 1.587 1.877
H 6.542 0.123 2.860
H 6.205 1.659 3.619
H 4.249 -0.163 2.788
H 3.967 1.534 3.136
H 4.973 0.974 0.388
H 3.675 2.059 0.898
H 2.423 -0.163 1.303
H 2.306 1.679 -1.630
H 2.786 -0.597 -3.302
H 4.520 -0.522 -2.965
H 2.341 -3.857 -2.856
H 1.716 -2.548 -3.606
H 3.617 -2.321 -5.484
H 4.997 -2.986 -4.992
H 5.520 -2.907 -2.500
H 4.235 -3.710 -1.911
H 1.222 0.602 -2.773
H 0.432 -0.958 -2.739
H -0.338 1.127 -4.170
H -1.502 -0.172 -3.915
H -2.117 2.634 -2.906
H -3.269 1.380 -3.396
H -2.333 2.255 -4.611
H 0.960 2.205 0.086
H -1.307 3.080 0.994
H -1.182 2.544 -0.675
H -2.092 0.238 0.179
H -2.667 1.162 1.563
H -6.539 1.582 -0.701
H -5.552 1.160 -2.114
H -5.335 2.743 -1.361
H 1.620 1.551 2.319
H 0.514 2.904 2.296
H 1.356 1.298 4.580
H -1.658 2.071 4.771
H 1.246 -2.348 -1.481
H 2.572 -2.299 0.657
H 0.832 -1.300 2.239
H -0.129 -2.775 2.021
H 1.500 -2.864 2.716
C 0.259 -7.219 4.395
N 1.041 -6.003 4.358
C 0.746 -4.935 5.299
C 2.036 -5.817 3.469
O 2.717 -4.812 3.404
H -0.797 -7.007 4.214
H 0.354 -7.712 5.365
H 0.612 -7.900 3.623
H 0.469 -4.023 4.770
H 1.619 -4.716 5.914
H -0.078 -5.244 5.937
H 2.178 -6.674 2.790
C -7.480 6.980 -1.443
N -7.067 5.864 -2.267
C -8.017 4.806 -2.566
C -5.822 5.766 -2.774
O -5.436 4.846 -3.467
H -7.792 6.638 -0.454
H -8.312 7.516 -1.904
H -6.647 7.670 -1.324
H -7.649 3.847 -2.201
H -8.167 4.719 -3.643
H -8.965 5.036 -2.086
H -5.171 6.612 -2.493
*
```

Results of the Mulliken charge analysis, in e, for atoms 1 through 8: atom 1 (C): -1.3091, atom 2 (C): -0.1018, atom 3 (C): -0.8484, atom 4 (N): -0.0076, atom 5 (C): -0.0762, atom 6 (O): -0.6404, atom 7 (N): 1.0936, atom 8 (F): -0.3624

=====

Density functional theory data (ωB97M-V with the def2-TZVPD basis set) for a single C11H8N2S molecule.

HOMO energy = -0.3411 Ha
LUMO = -0.4 eV

Geometry as ORCA input:
```
! wB97M-V def2-TZVPD RIJCOSX def2/J DEFGRID3
* xyz 0 1
C 0.283 2.258 2.865
C 2.384 1.101 2.561
C -0.859 1.183 -1.935
C -0.545 2.314 -1.283
C -0.691 -0.064 -1.332
C -0.051 2.299 0.025
C -0.156 -0.160 -0.031
C 0.221 1.048 0.540
C 0.019 -1.466 0.685
C 0.919 -1.377 1.906
C 0.964 1.061 2.542
N -0.071 3.280 3.218
N 3.515 1.094 2.409
S 0.259 -0.378 3.269
H -1.336 1.152 -2.889
H -0.586 3.269 -1.835
H -1.116 -0.912 -1.885
H 0.169 3.276 0.343
H -1.055 -1.945 0.931
H 0.414 -2.215 -0.040
H 0.990 -2.458 2.151
H 1.840 -0.876 1.539
*
```

Results of the Mulliken charge analysis, in e, for atoms 1 through 8: atom 1 (C): -0.1405, atom 2 (C): 0.2973, atom 3 (C): -0.5283, atom 4 (C): -0.4666, atom 5 (C): -0.7213, atom 6 (C): -0.6837, atom 7 (C): 0.4785, atom 8 (C): 0.5658

=====

Density functional theory data (ωB97M-V with the def2-TZVPD basis set) for 2 unconnected molecules or ions with the total composition C5H13O3P.

HOMO energy = -0.3333 Ha
LUMO = 0.8 eV
SMILES string = CC(C)C=O.COPO

Geometry as ORCA input:
```
! wB97M-V def2-TZVPD RIJCOSX def2/J DEFGRID3
* xyz 0 1
C 1.131 -2.146 0.253
C 0.934 -0.744 -0.227
C 2.128 0.164 0.210
C 0.870 -0.460 -1.711
O 0.258 0.447 -2.170
H 1.075 -1.996 1.444
H 2.134 -2.389 -0.028
H 0.405 -2.876 -0.071
H 0.074 -0.328 0.123
H 2.974 -0.415 -0.124
H 2.316 1.192 -0.171
H 2.017 0.165 1.238
H 1.153 -1.254 -2.405
C -2.945 0.028 0.169
O -2.779 1.402 0.449
P -1.406 2.294 0.117
O -1.879 2.543 -1.491
H -2.102 -0.379 0.566
H -3.053 -0.095 -0.875
H -3.768 -0.256 0.775
H -2.171 3.451 0.577
H -1.120 2.226 -1.972
*
```

Results of the Mulliken charge analysis, in e, for atoms 1 through 8: atom 1 (C): -1.3126, atom 2 (C): 1.3437, atom 3 (C): -1.4468, atom 4 (C): -0.2658, atom 5 (O): -0.4258, atom 6 (H): 0.2862, atom 7 (H): 0.3760, atom 8 (H): 0.4002

=====

Density functional theory data (ωB97M-V with the def2-TZVPD basis set) for a molecular structure, C2H8N4O2Rb.

HOMO energy = -0.4453 Ha
LUMO = -3.8 eV

Geometry as ORCA input:
```
! wB97M-V def2-TZVPD RIJCOSX def2/J DEFGRID3
* xyz 1 1
Rb 0.623 -2.585 -2.399
C -4.248 0.271 -2.668
O -3.808 -0.831 -2.424
N -3.765 1.341 -2.024
N -5.227 0.649 -3.449
H -3.077 1.219 -1.295
H -4.326 2.169 -2.164
H -5.528 1.611 -3.509
H -5.784 -0.096 -3.842
C 4.255 -0.704 2.460
O 3.965 -1.271 1.474
N 5.396 -0.157 2.711
N 3.392 -0.494 3.524
H 6.076 -0.243 1.969
H 5.672 0.209 3.611
H 3.907 -0.196 4.340
H 2.478 -0.893 3.685
*
```

Results of the Mulliken charge analysis, in e, for atoms 1 through 8: atom 1 (Rb): 0.9931, atom 2 (C): 0.6788, atom 3 (O): -0.6657, atom 4 (N): -0.3893, atom 5 (N): -0.3807, atom 6 (H): 0.2068, atom 7 (H): 0.1538, atom 8 (H): 0.1791

=====

Density functional theory data (ωB97M-V with the def2-TZVPD basis set) for 3 unconnected molecules or ions with the total composition C13H27BN2O8S2.

HOMO energy = -0.3487 Ha
LUMO = 0.4 eV
SMILES string = [H]/N=C\COC(=O)OB(O)N(C)C.O=S1(=O)CCCC1.O=S1(=O)CCCC1

Geometry as ORCA input:
```
! wB97M-V def2-TZVPD RIJCOSX def2/J DEFGRID3
* xyz 0 1
H -2.803 1.055 -1.312
N -1.880 1.511 -1.444
C -0.987 0.573 -1.728
C -1.428 -0.965 -1.811
O -1.247 -1.594 -3.114
C -0.791 -0.680 -4.103
O -1.664 -0.156 -4.848
O 0.555 -0.314 -4.329
B 1.487 -1.354 -3.928
O 1.185 -2.744 -4.286
N 2.754 -1.048 -3.217
C 2.995 -1.954 -2.046
C 2.806 0.355 -2.704
H 0.120 0.812 -1.895
H -0.816 -1.551 -1.021
H -2.530 -1.044 -1.467
H 0.750 -3.087 -3.461
H 4.047 -2.416 -2.192
H 3.024 -1.407 -1.036
H 2.249 -2.808 -1.932
H 3.919 0.602 -2.495
H 2.234 0.503 -1.707
H 2.451 1.147 -3.448
O 3.469 -2.628 0.562
S 2.520 -2.996 1.589
O 1.096 -3.042 1.340
C 3.031 -4.548 2.304
C 3.970 -4.150 3.435
C 3.302 -2.962 4.130
C 2.833 -1.997 3.040
H 3.510 -5.167 1.545
H 2.140 -5.047 2.689
H 4.141 -4.980 4.124
H 4.939 -3.843 3.027
H 2.441 -3.315 4.706
H 3.982 -2.468 4.828
H 1.917 -1.479 3.327
H 3.608 -1.270 2.789
O -4.122 4.142 3.512
S -3.992 3.520 2.215
O -3.673 2.118 2.060
C -5.455 3.887 1.262
C -5.133 5.204 0.569
C -3.690 5.070 0.075
C -2.863 4.494 1.226
H -6.322 3.948 1.920
H -5.591 3.083 0.536
H -5.825 5.405 -0.251
H -5.204 6.031 1.283
H -3.659 4.387 -0.779
H -3.287 6.029 -0.258
H -2.058 3.855 0.862
H -2.454 5.283 1.859
*
```

Results of the Mulliken charge analysis, in e, for atoms 1 through 8: atom 1 (H): 0.2035, atom 2 (N): -0.5418, atom 3 (C): 0.1656, atom 4 (C): -0.2842, atom 5 (O): -0.3537, atom 6 (C): 0.7590, atom 7 (O): -0.5671, atom 8 (O): -0.4149

=====

Density functional theory data (ωB97M-V with the def2-TZVPD basis set) for a molecular structure, C12H15BeF9N5O21.

HOMO energy = 0.0281 Ha
LUMO = 5.7 eV

Geometry as ORCA input:
```
! wB97M-V def2-TZVPD RIJCOSX def2/J DEFGRID3
* xyz -3 1
Be -1.065 0.604 -0.123
N -4.093 -1.516 -1.413
O -4.059 -2.734 -1.694
O -5.200 -0.963 -1.320
O -3.034 -0.861 -1.245
N -4.293 2.593 -0.393
O -3.218 2.052 -0.807
O -5.386 2.156 -0.742
O -4.204 3.588 0.352
N -0.701 -3.073 -0.067
O -1.728 -3.693 0.174
O 0.352 -3.705 -0.390
O -0.622 -1.826 0.044
N -0.960 3.834 1.634
O -1.735 4.076 2.539
O -0.207 4.732 1.167
O -0.904 2.682 1.110
N -3.406 0.667 2.309
O -2.330 0.191 1.794
O -4.490 0.232 1.912
O -3.357 1.550 3.171
C 2.994 3.857 1.463
C 2.284 2.985 0.461
O 3.151 1.954 -0.078
C 2.591 0.988 -0.768
O 1.421 0.885 -0.994
C 3.639 -0.080 -1.129
F 4.873 0.445 -1.210
F 3.692 -1.045 -0.215
F 3.340 -0.601 -2.322
H 2.298 4.525 1.963
H 3.846 4.405 1.051
H 3.408 3.225 2.255
H 1.937 3.591 -0.377
H 1.375 2.595 0.919
C 1.222 -3.317 -4.488
C 0.705 -2.332 -3.454
O 0.012 -1.340 -4.244
C -0.778 -0.473 -3.626
O -0.723 -0.305 -2.449
C -1.805 0.213 -4.545
F -1.716 -0.256 -5.808
F -3.034 0.055 -4.126
F -1.513 1.526 -4.578
H 1.824 -2.841 -5.261
H 0.366 -3.766 -4.998
H 1.736 -4.132 -3.978
H 1.509 -1.958 -2.826
H -0.039 -2.798 -2.808
C 1.748 -3.409 3.752
C 1.252 -2.278 2.875
O 1.300 -1.047 3.590
C 0.788 0.016 3.001
O 0.481 0.056 1.851
C 0.657 1.211 3.977
F -0.637 1.393 4.171
F 1.294 0.984 5.139
F 1.151 2.340 3.473
H 2.846 -3.415 3.760
H 1.547 -4.388 3.317
H 1.440 -3.340 4.794
H 0.262 -2.483 2.461
H 1.897 -2.235 1.994
*
```

Results of the Mulliken charge analysis, in e, for atoms 1 through 8: atom 1 (Be): 1.5314, atom 2 (N): 0.6057, atom 3 (O): -0.7086, atom 4 (O): -0.6237, atom 5 (O): -0.1761, atom 6 (N): 0.7619, atom 7 (O): -0.4385, atom 8 (O): -0.6311

=====

- Look up the HOMO energy of the seventh one.
  0.0281 Ha

=====

- What is the formula in the fourth record?
  C5H13O3P

=====

Copy entry 7 word for word.
Density functional theory data (ωB97M-V with the def2-TZVPD basis set) for a molecular structure, C12H15BeF9N5O21.

HOMO energy = 0.0281 Ha
LUMO = 5.7 eV

Geometry as ORCA input:
```
! wB97M-V def2-TZVPD RIJCOSX def2/J DEFGRID3
* xyz -3 1
Be -1.065 0.604 -0.123
N -4.093 -1.516 -1.413
O -4.059 -2.734 -1.694
O -5.200 -0.963 -1.320
O -3.034 -0.861 -1.245
N -4.293 2.593 -0.393
O -3.218 2.052 -0.807
O -5.386 2.156 -0.742
O -4.204 3.588 0.352
N -0.701 -3.073 -0.067
O -1.728 -3.693 0.174
O 0.352 -3.705 -0.390
O -0.622 -1.826 0.044
N -0.960 3.834 1.634
O -1.735 4.076 2.539
O -0.207 4.732 1.167
O -0.904 2.682 1.110
N -3.406 0.667 2.309
O -2.330 0.191 1.794
O -4.490 0.232 1.912
O -3.357 1.550 3.171
C 2.994 3.857 1.463
C 2.284 2.985 0.461
O 3.151 1.954 -0.078
C 2.591 0.988 -0.768
O 1.421 0.885 -0.994
C 3.639 -0.080 -1.129
F 4.873 0.445 -1.210
F 3.692 -1.045 -0.215
F 3.340 -0.601 -2.322
H 2.298 4.525 1.963
H 3.846 4.405 1.051
H 3.408 3.225 2.255
H 1.937 3.591 -0.377
H 1.375 2.595 0.919
C 1.222 -3.317 -4.488
C 0.705 -2.332 -3.454
O 0.012 -1.340 -4.244
C -0.778 -0.473 -3.626
O -0.723 -0.305 -2.449
C -1.805 0.213 -4.545
F -1.716 -0.256 -5.808
F -3.034 0.055 -4.126
F -1.513 1.526 -4.578
H 1.824 -2.841 -5.261
H 0.366 -3.766 -4.998
H 1.736 -4.132 -3.978
H 1.509 -1.958 -2.826
H -0.039 -2.798 -2.808
C 1.748 -3.409 3.752
C 1.252 -2.278 2.875
O 1.300 -1.047 3.590
C 0.788 0.016 3.001
O 0.481 0.056 1.851
C 0.657 1.211 3.977
F -0.637 1.393 4.171
F 1.294 0.984 5.139
F 1.151 2.340 3.473
H 2.846 -3.415 3.760
H 1.547 -4.388 3.317
H 1.440 -3.340 4.794
H 0.262 -2.483 2.461
H 1.897 -2.235 1.994
*
```

Results of the Mulliken charge analysis, in e, for atoms 1 through 8: atom 1 (Be): 1.5314, atom 2 (N): 0.6057, atom 3 (O): -0.7086, atom 4 (O): -0.6237, atom 5 (O): -0.1761, atom 6 (N): 0.7619, atom 7 (O): -0.4385, atom 8 (O): -0.6311

=====

Please write out number 1 again, unchanged.
Density functional theory data (ωB97M-V with the def2-TZVPD basis set) for 2 unconnected molecules or ions with the total composition C11H21NO3.

HOMO energy = -0.2697 Ha
LUMO = 0.1 eV

Geometry as ORCA input:
```
! wB97M-V def2-TZVPD RIJCOSX def2/J DEFGRID3
* xyz 0 1
C -1.475 -0.013 6.495
C -0.958 -0.610 5.580
C -0.362 -1.329 4.421
O 0.083 -0.582 3.511
O -0.405 -2.559 4.460
H -2.147 0.454 7.179
C 0.767 2.518 -0.907
C 1.021 1.107 -0.418
N -0.208 0.304 -0.085
C -0.928 0.998 1.034
C 0.209 -1.028 0.502
C 0.943 -2.004 -0.404
C -1.206 0.180 -1.205
C -0.761 -0.355 -2.552
O 0.213 0.477 -3.142
C 1.132 -0.184 -4.000
H 0.317 3.146 -0.140
H 1.729 2.964 -1.158
H 0.151 2.549 -1.802
H 1.598 1.132 0.507
H 1.593 0.545 -1.148
H -0.235 1.125 1.863
H -1.750 0.364 1.354
H -1.312 1.950 0.683
H -0.695 -1.490 0.893
H 0.824 -0.780 1.366
H 0.264 -2.593 -1.017
H 1.463 -2.711 0.240
H 1.688 -1.536 -1.047
H -1.621 1.176 -1.345
H -1.993 -0.465 -0.816
H -1.660 -0.356 -3.181
H -0.418 -1.386 -2.490
H 0.763 -1.160 -4.318
H 2.092 -0.316 -3.492
H 1.288 0.438 -4.879
*
```

Results of the Mulliken charge analysis, in e, for atoms 1 through 8: atom 1 (C): 0.1438, atom 2 (C): -0.3804, atom 3 (C): 0.1587, atom 4 (O): -0.6715, atom 5 (O): -0.6565, atom 6 (H): 0.4141, atom 7 (C): -1.3605, atom 8 (C): -0.4413